57
Properties=species:S:1:pos:R:3:forces:R:3:lowdin_charge:R:1 method="wB97M-V/def2-TZVPD" e_tot_ha=-1395.41149 charge=-1 homo_lumo_gap_ev=7.7
C 0.200 0.681 -0.792 -1.208 2.831 1.259 -0.404
O 1.503 0.856 -0.876 1.659 0.743 0.032 -0.326
C -0.308 0.687 0.773 1.362 -3.464 -2.562 -0.286
C -1.739 0.276 0.738 -2.478 -0.583 -0.544 -0.209
C -2.462 0.552 2.077 1.749 0.994 -0.086 -0.132
C -2.778 2.031 2.233 0.259 0.198 -0.166 -0.259
O -3.535 2.576 1.472 -0.448 0.055 -0.454 0.037
N 0.306 -0.595 1.250 4.937 3.231 4.417 0.019
H -0.306 1.604 -1.301 -0.388 -1.555 0.245 0.103
H -0.086 -0.308 -1.220 -0.882 0.336 0.069 0.101
H -0.002 1.587 1.392 -0.375 -1.085 -0.822 0.161
H -2.178 0.679 -0.188 -0.504 0.690 0.834 0.083
H -1.962 -0.833 0.516 1.221 1.444 0.589 0.111
H -1.786 0.116 2.851 -0.675 0.480 -0.209 0.117
H -3.414 0.112 2.114 -1.285 -1.036 0.061 0.095
H -2.349 2.707 2.995 0.414 -0.548 0.403 0.116
H 1.433 -0.525 1.332 -3.284 0.026 -0.636 0.136
H 0.207 -1.348 0.674 -0.714 -1.940 -2.403 -0.029
H 0.733 3.878 -2.000 -0.249 0.898 1.212 -0.029
H 0.670 2.889 -2.989 -0.075 -1.196 -1.079 0.002
O 0.231 3.711 -2.799 -0.526 0.273 -0.642 -0.065
H -3.767 0.747 -1.949 -0.525 0.922 0.357 0.033
H -2.252 1.025 -2.382 -2.603 -1.670 0.351 0.096
O -3.024 0.320 -2.345 2.905 0.982 -0.885 -0.091
H 3.748 -0.266 -1.264 -1.110 0.625 0.246 0.070
H 2.125 -0.728 -1.593 2.727 1.213 0.916 0.079
O 3.123 -0.939 -1.541 -0.704 -2.115 -1.053 -0.078
H 3.568 -0.772 3.020 0.897 -0.009 -0.612 0.024
H 4.041 -1.706 1.966 -0.150 -0.453 -0.303 -0.004
O 4.276 -0.859 2.342 -0.616 0.565 0.945 -0.076
H 1.317 2.690 -0.426 0.873 1.112 -0.192 0.051
H 2.254 3.716 -1.065 1.346 -0.061 -0.441 0.026
O 1.511 3.695 -0.489 -1.327 -1.432 1.002 -0.078
H -1.691 3.535 -2.298 -2.985 -1.381 1.091 0.111
H -2.388 3.281 -0.979 0.231 0.169 2.805 -0.033
O -2.622 3.166 -1.862 3.061 1.152 -3.963 -0.107
H 0.518 0.904 3.733 1.925 -1.502 0.900 0.066
H 1.540 -0.038 3.141 -0.095 -0.231 0.139 -0.025
O 1.299 0.302 4.014 -1.922 1.707 -0.827 -0.099
H -2.991 -2.481 -0.866 -0.788 -0.161 1.269 0.023
H -2.813 -1.363 -1.865 -0.881 3.482 -0.725 -0.056
O -2.584 -2.226 -1.669 1.753 -3.467 -0.469 -0.012
H -1.082 -2.461 1.995 -1.205 -0.553 -0.459 0.033
H -1.502 -3.340 0.778 -0.672 0.917 2.287 0.039
O -1.863 -2.998 1.673 1.836 -0.248 -1.619 -0.117
H 0.693 0.267 -3.597 0.075 -0.047 0.825 0.030
H 1.906 0.948 -2.718 -1.072 -0.656 0.655 0.004
O 1.492 0.792 -3.585 0.664 0.867 -1.622 -0.069
H 2.188 -3.093 1.326 0.650 0.104 -0.348 0.006
H 1.353 -2.626 2.431 -7.563 1.592 1.993 -0.084
O 2.173 -2.785 2.243 7.037 -1.631 -1.184 0.004
H 2.146 -3.420 -0.505 -5.918 -1.378 -2.036 -0.102
H 3.195 -2.299 -0.819 -0.814 -2.008 1.282 0.070
O 2.967 -3.219 -0.284 6.509 3.112 0.468 -0.090
H -0.550 -3.788 -0.970 1.076 0.679 0.222 0.084
H -0.649 -2.336 -1.117 0.004 0.370 -0.091 0.008
O -0.032 -2.977 -0.725 -1.128 -1.360 -0.446 -0.078

=====

56
Properties=species:S:1:pos:R:3:forces:R:3:lowdin_charge:R:1 method="wB97M-V/def2-TZVPD" e_tot_ha=-1224.85906 charge=+1 homo_lumo_gap_ev=7.7
C 2.214 1.571 -0.896 -0.500 1.638 -2.525 -0.105
C 1.482 0.272 -1.187 -1.202 -0.141 -0.034 -0.214
C -0.055 0.469 -1.436 0.173 1.480 -0.653 -0.157
C -0.943 0.317 -0.253 0.461 -0.861 -1.448 -0.267
C -1.657 -0.829 -0.151 0.427 1.392 1.026 -0.138
N -2.152 -1.301 1.029 -0.864 -0.570 -0.326 0.119
N -1.170 1.439 0.642 -1.472 -0.557 1.972 0.195
H 2.593 1.964 -1.908 -0.301 -0.398 1.498 0.108
H 3.064 1.513 -0.252 0.472 -0.231 0.550 0.060
H 1.518 2.372 -0.581 0.394 -0.382 0.155 0.051
H 1.830 -0.077 -2.148 0.510 -0.660 0.028 0.092
H 1.643 -0.445 -0.371 0.042 0.240 -0.689 0.065
H -0.502 -0.142 -2.211 0.547 -0.916 0.138 0.068
H -0.182 1.419 -1.997 0.120 0.273 0.750 0.128
H -1.879 -1.356 -1.070 0.445 -0.536 0.169 0.123
H -2.947 -1.913 0.987 -0.072 -0.111 0.006 0.101
H -2.089 -0.771 1.884 -0.160 0.095 -0.292 0.037
H -1.124 1.222 1.661 -0.086 -0.448 -0.424 0.105
H -0.632 2.290 0.590 0.347 0.021 -1.300 0.082
H -2.164 1.673 0.474 0.447 0.439 -0.218 0.144
H 1.406 2.076 3.652 -0.131 -0.295 -0.110 0.011
H 0.771 2.613 4.922 0.099 -0.206 0.287 0.070
O 1.172 1.817 4.555 0.133 0.663 0.329 -0.049
H -1.939 -0.740 -3.804 -0.094 -0.060 0.786 0.020
H -2.895 0.251 -4.358 -0.366 0.252 0.173 0.061
O -2.660 -0.145 -3.510 0.445 -0.035 -0.739 -0.063
H 3.268 -2.789 -3.680 -0.385 0.268 0.030 0.052
H 2.685 -2.445 -2.334 0.165 0.048 0.084 -0.022
O 2.507 -2.341 -3.276 0.127 -0.187 -0.378 -0.069
H 1.145 -1.039 1.977 0.072 -0.186 0.174 0.022
H 1.936 -2.351 1.780 -0.105 0.310 -0.093 0.076
O 1.678 -1.529 1.336 0.137 -0.192 0.365 -0.058
H 0.876 0.107 4.480 -0.438 0.606 -1.231 0.044
H 0.366 -1.188 4.723 -0.373 -0.836 -0.672 0.089
O 0.388 -0.585 3.961 0.693 -0.399 1.862 -0.072
H -3.894 1.990 -1.413 0.044 -0.302 -0.434 0.065
H -2.607 1.350 -2.085 -0.518 -0.255 -0.178 0.015
O -2.934 2.005 -1.450 0.123 0.614 0.500 -0.043
H -0.560 -2.675 -4.161 0.173 0.001 0.204 0.071
H 0.183 -2.220 -2.885 0.138 -0.072 -0.257 0.014
O -0.658 -2.140 -3.363 -0.184 -0.105 -0.139 -0.063
H -2.181 1.075 3.850 -0.050 -0.205 -0.096 0.082
H -1.218 -0.120 3.580 0.157 0.573 -0.029 0.030
O -1.888 0.472 3.155 -0.011 0.172 0.643 -0.086
H 2.966 -3.581 -0.686 -0.344 0.428 0.235 0.026
H 4.337 -3.915 -1.088 -0.079 1.188 0.177 0.082
O 3.802 -3.117 -0.854 0.240 -1.758 -0.178 -0.066
H -0.279 -3.151 -0.907 -0.014 0.546 0.309 0.041
H 0.900 -2.168 -0.347 -0.792 0.129 0.442 -0.010
O 0.657 -3.005 -0.756 0.868 -0.960 -0.738 -0.047
H -1.307 4.855 0.598 -0.648 0.311 -0.814 0.054
H -1.963 4.391 -0.825 -0.239 0.344 0.331 0.048
O -1.289 4.252 -0.155 0.988 -0.654 0.679 -0.046
H 0.556 3.184 1.990 -0.280 -0.076 0.114 0.075
H 1.913 2.714 1.673 -0.378 -0.766 -0.268 0.099
O 1.020 2.345 1.856 1.101 1.327 0.250 -0.050

=====

56
Properties=species:S:1:pos:R:3:forces:R:3:lowdin_charge:R:1 method="wB97M-V/def2-TZVPD" smiles=CN(CCN)CCN.O.O.O.O.O.O.O.O.O.O.O e_tot_ha=-1204.49546 charge=0 homo_lumo_gap_ev=9.5
N -3.191 -1.355 1.406 1.707 0.416 1.491 0.000
C -1.905 -0.767 0.899 -0.172 -0.310 -0.862 -0.277
C -0.594 -1.408 1.387 -0.777 2.953 1.258 -0.187
N 0.519 -0.414 1.372 2.801 -1.122 -0.117 -0.180
C 0.730 0.323 0.101 -2.755 -0.700 0.055 -0.111
C 1.814 -1.194 1.770 -1.152 1.031 2.465 -0.186
C 2.528 -1.868 0.648 -0.306 0.143 -0.958 -0.252
N 3.376 -0.980 -0.240 -2.110 1.672 1.693 -0.001
H -3.087 -1.571 2.472 -0.392 0.117 -2.770 0.125
H -3.225 -2.177 0.827 -0.568 -0.974 0.683 0.053
H -1.894 0.298 1.114 -0.113 0.161 -0.124 0.087
H -1.890 -0.991 -0.203 -0.407 0.894 0.825 0.111
H -0.430 -2.198 0.691 0.404 -1.506 0.368 0.084
H -0.727 -1.482 2.495 0.201 -1.362 -0.923 0.133
H -0.235 0.847 -0.023 0.595 0.016 -0.391 0.087
H 0.881 -0.240 -0.826 0.017 -0.566 0.159 0.075
H 1.470 1.075 0.118 0.842 0.553 0.491 0.025
H 1.558 -1.957 2.563 -0.379 0.392 -1.166 0.128
H 2.462 -0.586 2.448 -0.175 0.391 -1.052 0.123
H 3.203 -2.613 1.051 -0.318 -0.595 -0.094 0.114
H 1.646 -2.282 0.108 1.102 -0.430 -0.254 0.092
H 4.326 -1.167 0.031 0.414 0.273 0.021 0.066
H 3.102 -0.017 0.170 1.322 -1.676 -1.277 0.086
H 0.043 -0.028 -4.303 -0.019 -0.235 0.170 0.051
H 0.874 -0.422 -3.088 -0.158 -0.054 -0.391 0.008
O 0.161 -0.746 -3.665 0.279 0.263 0.264 -0.062
H 0.516 1.570 2.365 0.621 0.420 -0.725 0.055
H 0.198 2.863 1.591 -0.644 0.390 -0.506 0.051
O 0.917 2.415 2.018 -0.322 -0.922 1.393 -0.068
H 3.798 2.786 0.857 0.340 -0.379 0.509 0.025
H 2.168 2.678 0.919 2.248 1.000 -0.212 0.015
O 2.992 3.157 0.522 -1.836 -0.604 -0.029 -0.112
H 1.765 -3.773 -3.177 -0.075 0.550 0.430 0.061
H 1.537 -2.769 -1.951 0.284 -0.308 -0.603 0.014
O 1.382 -3.662 -2.294 -0.109 -0.266 0.129 -0.055
H 1.062 4.215 -0.349 0.904 -0.036 -0.174 0.035
H 1.732 3.039 -1.266 -0.866 1.382 0.996 0.063
O 0.906 3.511 -0.979 -0.508 -1.149 -1.152 -0.075
H -0.508 2.255 3.846 -1.246 -2.808 2.002 0.091
H -1.830 1.422 4.097 0.527 -0.059 0.218 0.037
O -0.889 1.407 4.365 0.679 2.954 -2.169 -0.119
H -0.909 -2.586 -2.066 -0.478 0.225 0.119 0.017
H -0.809 -3.962 -1.622 -0.157 -0.222 0.319 0.029
O -1.354 -3.184 -1.440 0.577 0.162 -0.488 -0.071
H 4.123 -0.400 -3.451 0.500 -0.468 -0.512 0.018
H 3.405 -0.192 -2.137 0.150 0.137 -0.264 -0.018
O 3.558 0.222 -3.014 -0.766 0.205 0.903 -0.075
H -4.743 -0.682 -0.695 0.166 -0.338 -0.304 0.023
H -5.124 0.263 -1.903 0.092 -0.478 0.967 0.073
O -5.179 0.137 -0.931 -0.477 0.334 -1.470 -0.062
H -1.501 3.168 -1.867 0.032 0.104 0.015 0.010
H -2.847 2.834 -1.243 -0.106 -0.180 0.224 0.009
O -2.453 3.266 -2.000 0.215 0.047 -0.170 -0.054
H -4.624 2.046 0.466 -0.253 -1.046 -0.377 0.025
H -4.405 0.489 0.890 -0.195 -1.273 -1.092 -0.061
O -4.399 1.388 1.126 0.818 2.880 2.463 -0.071

=====

56
Properties=species:S:1:pos:R:3:forces:R:3:lowdin_charge:R:1 method="wB97M-V/def2-TZVPD" e_tot_ha=-1245.51982 charge=0 homo_lumo_gap_ev=8.4
C 2.196 -1.333 2.709 0.431 -1.129 -0.501 -0.264
C 2.565 -0.634 1.356 0.273 0.485 0.582 -0.180
C 1.720 -0.796 0.068 -1.515 -1.557 0.845 -0.228
C 0.684 1.143 -1.073 -1.580 1.958 -0.093 -0.042
C 0.653 0.287 -0.080 1.120 -1.102 0.474 -0.158
N 1.681 -2.696 2.623 0.005 -0.474 0.148 -0.012
H 3.151 -1.409 3.286 -0.766 0.394 -0.236 0.110
H 1.468 -0.777 3.310 0.226 0.204 -0.233 0.092
H 3.616 -0.886 1.144 -0.306 -0.052 -0.045 0.101
H 2.572 0.423 1.663 0.240 0.145 -0.383 0.082
H 2.350 -0.994 -0.812 -0.202 0.931 0.129 0.092
H 1.097 -1.752 0.117 1.389 1.486 0.241 0.061
H -0.044 1.962 -1.202 -0.021 -0.567 0.451 0.082
H 1.351 1.222 -1.907 0.873 -0.475 0.792 0.040
H -0.127 0.268 0.727 0.627 0.335 -0.922 0.124
H 2.233 -3.321 2.044 0.362 0.292 0.064 0.060
H 0.768 -2.746 2.199 -0.088 0.341 0.038 0.018
H 3.008 -2.887 -1.051 -0.199 0.008 -0.079 0.021
H 1.556 -3.328 -0.889 0.111 0.229 -0.322 -0.010
O 2.462 -3.636 -0.805 0.436 -0.788 0.393 -0.063
H 1.287 0.748 -3.431 -0.114 -0.266 -0.266 0.043
H 0.336 -0.405 -3.083 0.579 -0.174 0.132 -0.015
O 0.439 0.359 -3.654 -0.529 0.549 -1.295 -0.071
H -1.278 -2.115 1.004 0.347 -0.650 -0.432 0.046
H -0.785 -3.437 0.361 -0.170 0.027 0.142 0.080
O -0.483 -2.560 0.622 -1.130 -0.079 0.252 -0.086
H -2.247 1.066 2.874 -0.007 0.077 -0.031 0.063
H -1.101 2.070 2.850 -0.471 -0.272 0.094 0.005
O -2.037 1.955 2.566 0.542 -0.272 0.625 -0.070
H -3.128 -0.832 0.159 -0.143 -0.003 -0.173 0.005
H -3.941 -2.082 0.489 0.064 -0.104 0.102 0.063
O -3.062 -1.710 0.607 -0.090 0.317 -0.025 -0.081
H -2.154 2.075 -3.517 -0.162 -0.052 0.001 0.065
H -1.276 0.850 -3.277 -0.043 0.209 0.038 0.007
O -2.194 1.174 -3.181 0.120 0.016 -0.267 -0.064
H -3.703 2.372 1.068 0.278 0.649 0.149 0.054
H -2.261 2.760 0.914 -0.091 -0.220 0.169 0.020
O -3.100 2.801 0.440 -0.821 0.185 -0.466 -0.068
H -1.673 -1.645 -1.118 -0.273 0.198 -0.346 0.034
H -2.267 -1.112 -2.507 0.001 -0.095 0.402 0.070
O -1.472 -1.379 -2.031 0.060 -0.262 -0.091 -0.036
H 0.040 -1.878 -2.418 0.100 -0.649 -0.083 0.000
H 1.019 -2.578 -3.430 -0.121 -0.051 -0.020 0.074
O 0.984 -2.098 -2.598 -0.064 0.040 0.140 -0.070
H 0.529 4.065 0.588 -0.049 -0.104 0.041 0.050
H 1.883 3.468 0.968 -0.954 -0.304 0.048 0.031
O 0.941 3.515 1.264 0.652 0.541 -0.077 -0.076
H 0.540 2.770 3.590 0.434 0.065 -0.609 0.057
H 0.717 1.731 2.401 0.290 0.760 -0.044 0.004
O 0.579 1.839 3.350 -0.339 -0.768 0.758 -0.060
H 3.236 1.825 -0.282 0.249 0.082 0.040 0.050
H 3.692 3.331 -0.503 0.312 -0.450 -0.025 0.065
O 2.943 2.733 -0.409 -0.074 0.569 -0.057 -0.047
H -3.485 1.312 -0.300 0.504 -0.298 -1.199 0.010
H -3.232 0.721 -1.771 0.300 0.433 0.375 0.010
O -3.501 0.498 -0.862 -0.601 -0.307 0.657 -0.091